Arrangement w

ORCA calculation (ωB97M-V/def2-TZVPD) on an isolated molecule of C4H7NS.

Each line ends with the Mulliken charge.
Cartesian coordinates (Å):
N -1.871 -0.988 2.509  -0.65
C -1.892 0.363 1.811  -0.38
C -0.663 0.514 0.901  -0.14
C 0.230 0.419 0.121  -0.04
C 1.183 -0.401 -0.663  -0.32
S 1.380 0.313 -2.244  -0.22
H -0.942 -1.073 2.876  0.25
H -1.778 -1.722 1.772  0.24
H -2.787 0.346 1.142  0.28
H -2.008 1.099 2.665  0.27
H 2.132 -0.309 -0.199  0.28
H 0.722 -1.441 -0.586  0.31
H 2.536 -0.362 -2.348  0.12

Output
**SMILES**: NCC#CCS
**Gap between HOMO and LUMO**: 9.81 eV

Arrangement x

ORCA calculation (ωB97M-V/def2-TZVPD) on an isolated molecule of C4H7NS.

Each line ends with the Mulliken charge.
Cartesian coordinates (Å):
C 0.294 1.354 0.687  -0.65
S 0.212 1.458 -1.199  -0.14
C -0.208 -0.375 -1.443  -0.62
C -0.695 -0.652 -0.031  -0.18
N -0.344 -1.293 1.240  -0.57
C 0.435 -0.141 0.781  0.01
H 1.161 1.932 1.041  0.35
H -0.610 1.760 1.167  0.33
H -0.986 -0.456 -2.217  0.34
H 0.687 -0.940 -1.740  0.30
H -1.616 -0.127 0.139  0.29
H 0.274 -2.089 1.210  0.28
H 1.398 -0.431 0.365  0.25

Output
**SMILES**: C1SC[C@H]2N[C@H]12
**Gap between HOMO and LUMO**: 9.79 eV

Energy above the most stable structure, in eV: arrangement w 0.000; arrangement x 0.296

Arrangement w

ORCA calculation (ωB97M-V/def2-TZVPD) on a cluster of 2 separate species, C4H8OS2 in total.

Each line ends with the Mulliken charge.
Cartesian coordinates (Å):
C 1.802 -0.084 -0.693  0.14
C -0.212 -0.217 1.474  -1.18
C 0.544 -0.510 -1.286  -0.80
C -0.884 0.081 0.197  0.39
O 2.383 -0.644 0.207  -0.54
S -1.343 1.783 -0.100  -0.21
S -2.199 -0.942 -0.338  -0.16
H 2.255 0.709 -1.357  0.27
H 0.147 0.685 2.109  0.27
H 0.729 -0.795 1.488  0.32
H -0.749 -0.869 2.149  0.35
H 0.249 -0.146 -2.221  0.48
H 0.368 -1.500 -1.036  0.40
H -0.748 2.605 0.790  0.14
H -2.343 -0.156 -1.383  0.13

Output
**Gap between HOMO and LUMO**: 8.45 eV

Arrangement x

ORCA calculation (ωB97M-V/def2-TZVPD) on a structure of composition C4H8OS2.

Each line ends with the Mulliken charge.
Cartesian coordinates (Å):
C 1.526 0.948 -0.003  -0.29
C 1.540 -0.713 1.070  -0.23
C 0.735 -0.326 0.072  0.12
C -0.954 -2.415 0.204  -0.88
O 2.334 0.427 1.069  -0.41
S -1.678 3.611 -1.077  -0.27
S -0.674 -0.908 -0.763  -0.03
H 2.114 1.111 -0.904  0.23
H 1.003 1.861 0.281  0.20
H 1.694 -1.538 1.734  0.39
H -1.666 2.309 -1.323  0.12
H -1.206 -2.141 1.222  0.29
H -0.059 -3.026 0.180  0.28
H -1.781 -2.941 -0.256  0.33
H -2.927 3.740 -1.504  0.15

Output
**Gap between HOMO and LUMO**: 8.61 eV

Energy above the most stable structure, in eV: arrangement w 0.827; arrangement x 0.000

Arrangement w

ORCA calculation (ωB97M-V/def2-TZVPD) on an isolated molecule of C23H27N3O3S.

Each line ends with the Mulliken charge.
Cartesian coordinates (Å):
C -2.716 -3.465 1.067  -0.95
O -3.792 -2.935 0.337  -0.43
C -4.049 -1.588 0.431  1.26
C -3.395 -0.752 1.325  -0.62
C -3.698 0.596 1.407  -0.74
C -4.666 1.150 0.589  0.30
C -4.912 2.631 0.568  -1.22
C -4.030 3.269 -0.521  -0.83
N -2.630 3.030 -0.278  -0.12
C -1.953 2.024 -0.888  0.38
O -2.408 1.399 -1.827  -0.68
C -0.571 1.793 -0.376  1.05
C -0.206 1.988 0.959  -0.33
C 1.080 1.750 1.396  -1.21
C 2.040 1.316 0.487  -0.37
N 3.346 1.059 0.768  -0.52
C 4.002 0.673 -0.272  0.84
N 5.316 0.428 -0.289  0.00
C 5.982 -0.212 -1.397  -0.95
C 6.196 -1.698 -1.101  -0.46
C 6.981 -1.855 0.200  -0.70
C 6.261 -1.132 1.336  -0.55
C 6.039 0.334 0.964  -0.83
S 3.037 0.557 -1.778  -0.41
C 1.659 1.105 -0.858  0.84
C 0.372 1.328 -1.289  -0.91
C -5.323 0.320 -0.304  -0.46
C -5.039 -1.036 -0.404  0.39
O -5.805 -1.709 -1.311  -0.49
C -5.343 -2.913 -1.881  -0.73
H -2.653 -4.512 0.774  0.26
H -2.890 -3.405 2.147  0.34
H -1.774 -2.963 0.821  0.38
H -2.633 -1.149 1.977  0.39
H -3.170 1.208 2.124  0.33
H -4.668 3.072 1.537  0.37
H -5.957 2.845 0.340  0.42
H -4.259 2.814 -1.487  0.39
H -4.208 4.347 -0.572  0.41
H -2.219 3.477 0.525  0.25
H -0.944 2.304 1.682  0.21
H 1.360 1.894 2.427  0.46
H 5.391 -0.078 -2.304  0.45
H 6.952 0.279 -1.537  0.35
H 6.731 -2.163 -1.930  0.39
H 5.224 -2.186 -1.006  0.24
H 7.095 -2.913 0.442  0.34
H 7.980 -1.430 0.074  0.30
H 6.843 -1.191 2.256  0.36
H 5.291 -1.601 1.515  0.30
H 5.457 0.850 1.727  0.44
H 7.002 0.839 0.836  0.33
H 0.076 1.157 -2.312  0.51
H -6.077 0.714 -0.967  0.42
H -4.318 -2.815 -2.244  0.30
H -6.009 -3.104 -2.724  0.29
H -5.399 -3.745 -1.176  0.23

Output
**SMILES**: COc1ccc(CCNC(=O)c2ccc3nc(N4CCCCC4)sc3c2)cc1OC
**Gap between HOMO and LUMO**: 8.46 eV

Arrangement x

ORCA calculation (ωB97M-V/def2-TZVPD) on an isolated molecule of C23H27N3O3S.

Each line ends with the Mulliken charge.
Cartesian coordinates (Å):
C 4.425 3.262 -3.274  -1.62
C 3.199 2.834 -2.529  0.69
C 2.435 3.790 -1.848  -0.81
C 1.299 3.463 -1.140  1.49
C 0.503 4.511 -0.419  -1.85
C 0.903 2.116 -1.106  -0.53
N -0.216 1.715 -0.425  0.17
C -0.657 0.427 -0.287  0.13
O -1.697 0.209 0.329  -0.73
C 0.162 -0.587 -0.930  1.02
C -0.177 -2.032 -0.674  -2.18
N 0.319 -2.477 0.614  0.32
C 1.747 -2.661 0.726  -1.44
C 2.486 -1.363 0.796  0.96
C 3.682 -0.974 0.265  -0.99
C 3.878 0.369 0.670  -0.25
C 2.789 0.695 1.413  -0.72
O 1.943 -0.347 1.497  -0.27
C -0.494 -2.762 1.674  0.51
S 0.040 -3.696 2.941  -0.47
N -1.751 -2.302 1.632  0.20
C -2.735 -2.690 2.608  -1.25
C -4.140 -2.364 2.104  0.14
C -4.421 -0.850 1.943  -0.78
C -4.842 -0.703 0.477  -0.20
C -5.208 -2.139 0.098  -0.59
O -4.319 -2.954 0.825  -0.46
C 1.239 -0.221 -1.663  -0.41
C 1.655 1.137 -1.779  0.84
C 2.800 1.518 -2.489  -1.10
H 5.139 3.724 -2.593  0.35
H 4.169 3.997 -4.036  0.38
H 4.904 2.414 -3.756  0.36
H 2.754 4.822 -1.880  0.41
H 0.964 5.487 -0.547  0.37
H -0.514 4.564 -0.808  0.40
H 0.454 4.296 0.648  0.37
H -0.778 2.418 0.041  0.27
H 0.294 -2.653 -1.447  0.43
H -1.257 -2.190 -0.712  0.57
H 1.912 -3.238 1.647  0.44
H 2.125 -3.244 -0.122  0.36
H 4.341 -1.569 -0.332  0.54
H 4.711 0.999 0.435  0.50
H 2.507 1.597 1.919  0.53
H -1.958 -1.474 1.078  0.13
H -2.567 -2.189 3.571  0.29
H -2.642 -3.768 2.770  0.64
H -4.864 -2.803 2.809  0.45
H -5.217 -0.541 2.619  0.42
H -3.535 -0.256 2.157  0.25
H -3.996 -0.360 -0.118  -0.13
H -5.674 -0.016 0.340  0.46
H -6.248 -2.359 0.387  0.31
H -5.077 -2.366 -0.961  0.36
H 1.833 -0.974 -2.162  0.37
H 3.372 0.755 -2.997  0.36

Output
**SMILES**: Cc1cc(C)c2[nH]c(=O)c(CN(Cc3ccco3)C(=S)NC[C@H]3CCCO3)cc2c1
**Gap between HOMO and LUMO**: 7.47 eV

Energy above the most stable structure, in eV: arrangement w 0.220; arrangement x 0.000

Arrangement w

ORCA calculation (ωB97M-V/def2-TZVPD) on a cluster of 15 separate species, H29O15 in total.

Each line ends with the Mulliken charge.
Cartesian coordinates (Å):
O 0.860 2.166 -4.926  -0.63
H 1.363 1.523 -4.406  0.31
H -2.587 -1.273 -4.173  0.31
O -1.462 3.266 -1.002  -0.71
H -0.816 2.907 -0.388  0.20
H -1.178 2.517 -1.735  0.53
O -3.038 -0.789 -3.479  -0.63
H -0.312 0.856 2.204  0.13
H -2.755 -1.101 -2.614  0.32
O -3.484 -2.837 1.756  -0.62
H -4.186 -2.550 2.360  0.31
H -3.241 -2.023 1.298  0.31
O -1.103 -4.568 -0.226  -0.65
H -0.840 -3.636 -0.148  0.30
H -1.991 -4.440 0.142  0.32
O 1.727 1.445 -0.771  -0.74
H 0.836 1.356 -1.382  0.50
H 1.584 2.201 -0.192  0.20
O -3.079 2.299 2.269  -0.66
H -2.270 2.797 2.446  0.31
H -2.641 1.573 1.760  0.38
O -0.583 1.015 -1.472  -1.22
H -0.526 0.868 -2.429  0.14
H -0.001 1.727 -4.836  0.32
O 3.821 -1.597 3.710  -0.65
H 3.765 -0.788 4.222  0.31
H 3.055 -1.590 3.131  0.36
O 2.003 0.281 2.998  -0.70
H 2.176 0.358 2.043  0.40
O 0.808 3.704 2.288  -0.65
H 0.108 3.227 1.801  0.31
H 1.482 3.810 1.607  0.33
O 2.088 -1.493 0.935  -0.55
H 2.709 -1.204 0.258  0.25
H 1.253 -1.578 0.419  0.36
O -0.106 -1.487 -0.719  -0.58
H 0.411 -1.628 -1.520  0.29
H -0.429 -0.553 -0.937  0.29
O -0.698 1.412 1.527  -0.36
H -0.504 1.115 0.625  0.34
H 1.331 -0.414 2.887  0.26
O 2.127 -2.752 -2.688  -0.65
H 2.744 -2.270 -3.245  0.32
H 2.473 -2.788 -1.790  0.31

Output
**Gap between HOMO and LUMO**: 8.85 eV
**Net charge**: -1

Arrangement x

ORCA calculation (ωB97M-V/def2-TZVPD) on a cluster of 15 separate species, H29O15 in total.

Each line ends with the Mulliken charge.
Cartesian coordinates (Å):
O 1.015 5.204 1.019  -0.66
H 1.161 4.500 1.656  0.30
H -2.115 -0.199 3.304  0.35
O 0.669 -4.269 -0.082  -0.76
H 0.053 -3.976 0.601  0.41
H 0.645 -3.445 -0.604  0.37
O -3.006 -0.444 3.612  -0.65
H -3.293 -1.212 3.122  0.29
H 2.544 1.061 2.879  0.27
O 2.523 2.745 -2.068  -0.65
H 2.478 3.602 -2.465  0.30
H 2.297 2.393 -1.210  0.32
O 0.312 2.764 -0.407  -0.36
H -0.415 2.801 0.273  0.27
H -0.820 -1.007 -1.350  0.46
O -1.799 2.499 1.693  -0.66
H -2.170 2.502 2.590  0.29
H -2.142 1.654 1.353  0.32
O 0.079 -1.578 -0.256  -1.13
H 0.025 2.036 -0.958  0.20
H 0.809 -0.979 -0.425  0.05
O -0.934 2.944 -3.278  -0.61
H -0.480 2.405 -2.635  0.26
H 0.872 4.660 0.236  0.37
O -2.529 -1.703 -4.460  -0.67
H -1.748 -2.081 -4.032  0.34
H -2.997 -1.157 -3.827  0.33
O -1.710 -3.041 1.007  -0.60
H -2.487 -3.708 0.961  0.19
O -0.572 -1.379 2.335  -0.73
H -0.466 -1.436 1.302  0.59
H -0.871 -2.251 2.626  0.29
O 3.838 -1.331 -2.206  -0.59
H 4.466 -1.585 -2.884  0.29
H 4.092 -2.037 -1.565  0.31
O -1.396 -0.436 -2.055  -0.52
H -1.800 -0.978 -2.723  0.05
H -0.491 2.646 -4.094  0.30
O 1.601 1.047 2.757  -0.60
H 1.337 0.153 2.483  0.33
H -1.450 -2.644 0.150  0.36
O 1.861 -2.651 2.524  -0.68
H 1.195 -1.900 2.619  0.32
H 1.817 -2.945 1.609  0.36

Output
**Gap between HOMO and LUMO**: 9.27 eV
**Net charge**: -1

Energy above the most stable structure, in eV: arrangement w 0.000; arrangement x 0.325